(1)
This record from the OMol25 dataset describes the molecule C19H13Cl2N3O3S in a non-equilibrium geometry. The level of theory is ωB97M-V/def2-TZVPD.

The geometry in ORCA input format:
```
! RIJCOSX wB97M-V def2-TZVPD def2/J DEFGRID3
* xyz 0 1
C 1.774 2.090 1.850
C 0.729 1.048 1.995
O -0.209 1.192 2.942
N -1.060 0.141 2.899
C -0.674 -0.657 1.936
C -1.380 -1.887 1.622
C -0.743 -2.947 0.982
C -1.439 -4.099 0.672
C -2.780 -4.194 1.007
Cl -3.654 -5.630 0.614
C -3.428 -3.154 1.656
C -2.726 -2.007 1.963
C 0.495 -0.115 1.306
C 1.258 -0.612 0.181
C 2.588 -0.951 0.078
C 2.761 -1.307 -1.273
N 1.640 -1.183 -1.942
N 0.709 -0.789 -1.061
S -0.753 -0.114 -1.658
O -1.033 -0.733 -2.905
O -1.715 -0.162 -0.606
C -0.175 1.563 -1.870
C 0.699 1.838 -2.904
C 1.221 3.114 -3.024
C 0.857 4.087 -2.100
Cl 1.511 5.673 -2.241
C -0.024 3.804 -1.064
C -0.541 2.525 -0.949
H 1.328 3.078 1.930
H 2.516 1.990 2.642
H 2.268 1.985 0.888
H 0.306 -2.884 0.735
H -0.946 -4.919 0.174
H -4.472 -3.246 1.913
H -3.208 -1.183 2.463
H 3.318 -0.958 0.861
H 3.651 -1.640 -1.767
H 0.957 1.051 -3.595
H 1.905 3.358 -3.822
H -0.299 4.575 -0.362
H -1.231 2.260 -0.163
*
```

Computed properties:
Kohn-Sham gap = 8.8 eV
SMILES = Cc1onc(-c2ccc(Cl)cc2)c1-c1ccnn1S(=O)(=O)c1ccc(Cl)cc1
molecular weight = 434.3 g mol⁻¹
energy = -2440.34507 Eh

***

(2)
This record from the OMol25 dataset describes C19H13ClIN3O3PdS2 as an isolated structure. The level of theory is ωB97M-V/def2-TZVPD.

The geometry in ORCA input format:
```
! RIJCOSX wB97M-V def2-TZVPD def2/J DEFGRID3
* xyz 0 1
Pd 1.181 -0.322 -0.912
Cl -1.669 -6.653 -1.515
C -0.594 -5.296 -1.383
C 0.729 -5.503 -1.118
C 1.624 -4.425 -0.983
I 3.620 -4.798 -0.558
C 1.196 -3.122 -1.138
O 1.989 -2.085 -1.063
C -0.194 -2.917 -1.424
N -0.582 -1.621 -1.547
C -1.847 -1.342 -1.739
C -2.831 -2.342 -1.846
C -2.460 -3.655 -1.757
C -1.106 -3.984 -1.536
H 1.096 -6.512 -0.995
H -2.109 -0.293 -1.818
H -3.862 -2.060 -2.004
H -3.191 -4.447 -1.841
O 0.079 3.798 2.564
C 0.355 2.765 3.378
C 0.328 3.021 4.751
C 0.599 2.017 5.656
C 0.906 0.731 5.219
C 0.937 0.472 3.866
C 0.664 1.469 2.925
C 0.725 1.096 1.493
O 1.021 -0.109 1.193
N 0.431 2.030 0.594
N 0.537 1.551 -0.700
C 0.346 2.401 -1.640
S 0.476 1.920 -3.319
C -0.394 3.393 -3.926
C 0.059 4.561 -3.072
S -0.068 4.069 -1.328
H 0.132 3.471 1.637
H 0.089 4.025 5.074
H 0.572 2.236 6.716
H 1.121 -0.055 5.930
H 1.177 -0.515 3.495
H -1.470 3.240 -3.848
H -0.123 3.528 -4.972
H -0.578 5.433 -3.217
H 1.091 4.830 -3.294
*
```

Computed properties:
Kohn-Sham gap (alpha / beta) = 6.6 / 6.6 eV
molecular weight = 664.2 g mol⁻¹
energy = -2803.97245 Eh

***

(3)
This record from the OMol25 dataset describes C19H14AuCl3N2O2 as an isolated structure in a non-equilibrium geometry. The level of theory is ωB97M-V/def2-TZVPD.

The geometry in ORCA input format:
```
! RIJCOSX wB97M-V def2-TZVPD def2/J DEFGRID3
* xyz 0 1
Au -0.372 0.144 0.472
Cl -2.377 1.204 5.084
C -1.199 0.267 4.261
C 0.022 -0.042 4.848
C 0.929 -0.782 4.107
C 0.619 -1.138 2.806
N -0.544 -0.812 2.229
C -1.448 -0.151 2.962
H 0.245 0.283 5.851
H 1.891 -1.042 4.517
H 1.309 -1.707 2.202
H -2.404 0.042 2.504
Cl 2.140 -0.408 -2.863
C 3.209 -0.866 -1.574
C 3.970 -2.015 -1.682
C 4.797 -2.393 -0.636
C 4.830 -1.649 0.531
C 4.052 -0.512 0.634
Cl 4.001 0.344 2.144
C 3.270 -0.049 -0.432
N 2.529 1.106 -0.343
C 3.054 2.344 0.058
C 4.424 2.589 0.054
C 4.916 3.824 0.428
C 4.044 4.832 0.796
C 2.681 4.595 0.793
C 2.166 3.359 0.433
C 0.689 3.116 0.473
C 0.105 2.707 -0.905
O 0.022 3.530 -1.785
O -0.258 1.469 -1.059
H 3.922 -2.609 -2.582
H 5.414 -3.272 -0.726
H 5.441 -1.953 1.366
H 1.805 1.175 -1.050
H 5.102 1.813 -0.270
H 5.982 3.997 0.401
H 4.431 5.798 1.086
H 2.005 5.387 1.079
H 0.187 4.032 0.786
H 0.477 2.326 1.205
*
```

Computed properties:
Kohn-Sham gap = 7.0 eV
molecular weight = 605.7 g mol⁻¹
energy = -2508.70763 Eh

***

(4)
This record from the OMol25 dataset describes C19H14BeF3N3O3S2 as an isolated structure in a non-equilibrium geometry. The level of theory is ωB97M-V/def2-TZVPD.

The geometry in ORCA input format:
```
! RIJCOSX wB97M-V def2-TZVPD def2/J DEFGRID3
* xyz 0 1
Be 0.861 2.134 -0.339
F 3.202 6.067 1.185
C 2.962 5.371 2.300
F 1.820 5.850 2.822
F 3.932 5.710 3.170
C 2.902 3.887 2.090
C 3.712 3.036 2.813
C 3.585 1.656 2.642
C 2.633 1.184 1.761
N 1.853 1.999 1.061
C 1.977 3.339 1.177
S 0.936 4.178 0.149
H 4.438 3.441 3.504
H 4.208 0.976 3.198
H 2.476 0.128 1.597
C -3.447 -5.087 -0.186
C -2.354 -4.165 -0.625
C -1.949 -4.137 -1.956
C -0.919 -3.309 -2.364
C -0.287 -2.507 -1.433
C -0.666 -2.524 -0.103
C -1.699 -3.352 0.298
S 1.092 -1.484 -1.952
O 1.354 -1.731 -3.329
O 2.115 -1.643 -0.968
N 0.503 0.136 -1.728
C -0.710 0.468 -1.231
C -1.900 -0.134 -1.663
C -3.084 0.234 -1.067
C -3.079 1.231 -0.093
C -1.881 1.830 0.223
N -0.723 1.450 -0.319
H -4.035 -5.416 -1.039
H -4.096 -4.605 0.541
H -3.014 -5.969 0.286
H -2.451 -4.769 -2.674
H -0.594 -3.271 -3.392
H -0.143 -1.895 0.601
H -2.008 -3.370 1.333
H -1.865 -0.852 -2.464
H -4.009 -0.229 -1.373
H -3.994 1.553 0.376
H -1.810 2.642 0.933
O 2.598 0.823 -2.141
C 1.557 1.125 -1.620
*
```

Computed properties:
Kohn-Sham gap = 8.1 eV
molecular weight = 462.5 g mol⁻¹
energy = -2233.25935 Eh

***

(5)
This record from the OMol25 dataset describes C19H14BrCl2N3O4Se3TeW as an isolated structure. The level of theory is ωB97M-V/def2-TZVPD.

The geometry in ORCA input format:
```
! RIJCOSX wB97M-V def2-TZVPD def2/J DEFGRID3
* xyz 0 1
W 0.102 1.554 0.279
O 2.791 0.755 -2.482
C 1.864 0.157 -2.004
N 1.591 0.254 -0.596
C 2.469 -0.479 0.142
O 3.258 -1.307 -0.276
C 2.395 -0.153 1.600
C 3.201 -0.789 2.523
C 3.076 -0.435 3.854
C 2.150 0.536 4.206
C 1.380 1.125 3.222
N 1.511 0.789 1.934
C 0.978 -0.724 -2.827
C 1.329 -0.981 -4.146
C 0.494 -1.792 -4.895
C -0.651 -2.301 -4.302
C -0.912 -1.984 -2.975
N -0.113 -1.216 -2.247
H 3.891 -1.541 2.169
H 3.685 -0.913 4.610
H 2.013 0.835 5.235
H 0.632 1.871 3.448
H 2.234 -0.549 -4.550
H 0.731 -2.024 -5.925
H -1.334 -2.934 -4.852
H -1.799 -2.361 -2.477
Se 1.555 5.513 0.039
Se -0.625 5.515 -0.011
Te 2.401 3.224 -0.104
Se -0.320 2.324 -1.849
O -0.304 2.765 1.690
O -1.508 2.421 0.952
Cl -3.881 0.688 -0.932
C -4.080 2.174 -1.866
Cl -4.316 3.592 -0.834
H -4.953 2.069 -2.499
H -3.177 2.330 -2.444
Br -2.882 -4.005 3.029
C -2.074 -2.495 2.215
C -2.557 -1.229 2.483
C -1.957 -0.131 1.880
C -0.873 -0.259 1.000
C -0.419 -1.563 0.764
C -1.004 -2.672 1.355
H -3.395 -1.094 3.153
H -2.357 0.848 2.097
H 0.389 -1.746 0.075
H -0.633 -3.665 1.141
*
```

Computed properties:
Kohn-Sham gap (alpha / beta) = 5.1 / 5.1 eV
molecular weight = 1047.5 g mol⁻¹
energy = -12231.42545 Eh

***

(6)
This record from the OMol25 dataset describes the molecule C19H14ClNO7S in a non-equilibrium geometry. The level of theory is ωB97M-V/def2-TZVPD.

The geometry in ORCA input format:
```
! RIJCOSX wB97M-V def2-TZVPD def2/J DEFGRID3
* xyz 0 1
C 7.944 0.316 -1.994
C 7.392 1.628 -1.458
O 6.718 1.434 -0.207
C 5.464 1.012 -0.258
O 4.829 0.807 -1.255
C 4.901 0.822 1.152
N 3.555 0.315 1.060
C 2.492 1.178 0.976
O 2.529 2.362 1.133
S 1.007 0.241 0.639
C 1.904 -1.256 0.564
C 1.394 -2.481 0.300
C 0.023 -2.741 0.045
C -0.635 -3.925 -0.249
C -1.984 -3.595 -0.411
C -2.083 -2.229 -0.208
C -3.215 -1.332 -0.245
C -4.505 -1.801 -0.514
C -5.566 -0.923 -0.536
C -5.383 0.442 -0.308
C -6.550 1.376 -0.398
O -6.520 2.437 -0.947
O -7.684 0.921 0.171
C -4.090 0.909 -0.051
Cl -3.811 2.575 0.259
C -3.022 0.031 -0.010
O -0.866 -1.726 0.067
C 3.330 -1.029 0.814
O 4.199 -1.867 0.839
H 8.612 -0.138 -1.266
H 7.129 -0.373 -2.203
H 8.492 0.501 -2.913
H 8.193 2.336 -1.238
H 6.689 2.067 -2.173
H 4.894 1.779 1.678
H 5.517 0.097 1.690
H 2.076 -3.319 0.279
H -0.188 -4.894 -0.335
H -2.780 -4.269 -0.648
H -4.671 -2.848 -0.706
H -6.554 -1.295 -0.772
H -7.561 0.073 0.619
H -2.031 0.401 0.200
*
```

Computed properties:
Kohn-Sham gap = 7.1 eV
SMILES = CCOC(=O)CN1C(=O)S/C(=C\c2ccc(-c3ccc(C(=O)O)c(Cl)c3)o2)C1=O
molecular weight = 435.8 g mol⁻¹
energy = -2172.31462 Eh

***

(7)
This record from the OMol25 dataset describes C19H14N2O4Sr as an isolated structure in a non-equilibrium geometry. The level of theory is ωB97M-V/def2-TZVPD.

The geometry in ORCA input format:
```
! RIJCOSX wB97M-V def2-TZVPD def2/J DEFGRID3
* xyz 0 1
Sr 0.651 -0.052 0.430
O -1.191 -3.332 3.781
C -0.814 -2.561 2.759
O 0.340 -2.251 2.564
C -1.960 -2.127 1.894
C -3.258 -2.546 2.084
C -4.228 -2.061 1.208
C -3.859 -1.188 0.205
C -2.517 -0.830 0.080
N -1.589 -1.298 0.915
C -2.060 0.156 -1.010
O -2.939 0.779 -1.574
O -0.786 0.226 -1.165
H -0.384 -3.563 4.270
H -3.502 -3.225 2.888
H -5.261 -2.365 1.322
H -4.564 -0.760 -0.493
N -0.380 2.480 0.796
C 0.682 3.356 1.190
C 0.589 3.987 2.426
C 1.598 4.823 2.874
C 2.712 5.038 2.077
C 2.798 4.403 0.846
C 1.802 3.546 0.372
C 1.976 2.880 -0.965
C 2.127 3.712 -2.080
C 2.412 3.168 -3.324
C 2.566 1.793 -3.442
C 2.392 0.983 -2.324
C 2.076 1.473 -1.041
H -1.248 2.717 1.256
H -0.521 2.460 -0.212
H -0.295 3.828 3.037
H 1.506 5.309 3.838
H 3.509 5.692 2.411
H 3.668 4.555 0.219
H 2.019 4.787 -1.973
H 2.522 3.811 -4.189
H 2.819 1.358 -4.404
H 2.522 -0.091 -2.471
*
```

Computed properties:
Kohn-Sham gap = 6.3 eV
molecular weight = 422.0 g mol⁻¹
energy = -1173.70753 Eh

***

(8)
This record from the OMol25 dataset describes C19H15BF4N3O3RuS as an isolated structure. The level of theory is ωB97M-V/def2-TZVPD.

The geometry in ORCA input format:
```
! RIJCOSX wB97M-V def2-TZVPD def2/J DEFGRID3
* xyz 0 6
Ru -0.607 0.868 -1.298
O 3.281 -1.085 2.282
C 2.159 -1.669 2.765
C 2.169 -2.388 3.959
C 1.006 -2.955 4.449
C -0.189 -2.813 3.757
C -0.199 -2.090 2.576
C 0.961 -1.514 2.063
C 0.860 -0.744 0.796
O -0.144 0.084 0.709
N 1.707 -0.949 -0.159
N 1.384 -0.168 -1.249
C 2.182 -0.233 -2.255
C 2.077 0.565 -3.442
C 2.925 0.248 -4.516
C 2.922 0.986 -5.675
C 2.067 2.087 -5.773
C 1.236 2.433 -4.732
C 1.213 1.678 -3.549
O 0.412 2.056 -2.570
H 4.013 -1.256 2.883
H 3.102 -2.497 4.501
H 1.036 -3.516 5.374
H -1.095 -3.275 4.124
H -1.113 -1.991 2.001
H 3.006 -0.941 -2.172
H 3.584 -0.606 -4.413
H 3.572 0.722 -6.498
H 2.055 2.677 -6.681
H 0.571 3.283 -4.798
S -2.386 2.309 -0.295
C -2.833 1.937 1.331
N -2.152 1.060 2.089
C -2.474 0.769 3.364
C -3.545 1.363 3.966
C -4.292 2.279 3.214
C -3.946 2.564 1.916
H -1.305 0.592 1.662
H -1.833 0.044 3.847
H -3.798 1.124 4.987
H -5.151 2.766 3.657
H -4.511 3.264 1.320
F -2.862 -1.824 -3.139
B -1.608 -1.492 -2.741
F -1.288 -0.121 -3.195
F -1.557 -1.302 -1.299
F -0.615 -2.331 -3.142
*
```

Computed properties:
Kohn-Sham gap (alpha / beta) = 7.4 / 6.6 eV
molecular weight = 553.3 g mol⁻¹
energy = -2040.60182 Eh

***

(9)
This record from the OMol25 dataset describes a 2-piece molecular cluster, C19H15Cl2FNO6S3 overall in a non-equilibrium geometry. The level of theory is ωB97M-V/def2-TZVPD.

The geometry in ORCA input format:
```
! RIJCOSX wB97M-V def2-TZVPD def2/J DEFGRID3
* xyz -1 1
Cl -4.959 -4.057 -1.288
C -3.305 -4.357 -0.905
C -2.701 -3.661 0.157
C -1.324 -3.820 0.378
C -0.588 -4.660 -0.441
S 1.215 -4.477 -0.403
C 1.477 -2.766 -0.654
Cl 2.908 -1.987 -0.329
O 1.676 -4.789 0.934
O 1.673 -5.294 -1.512
C -1.216 -5.480 -1.374
C -2.580 -5.308 -1.635
H -3.305 -2.993 0.772
H -0.812 -3.249 1.146
H 0.781 -2.320 -1.364
H -0.670 -6.219 -1.945
H -3.084 -5.891 -2.410
C -4.320 1.048 -0.765
C -4.075 2.402 -0.510
C -3.084 2.768 0.407
C -2.313 1.782 1.018
S -0.966 2.324 2.120
N 0.644 1.992 1.207
F 0.999 0.599 1.509
S 2.033 3.073 1.876
C 3.320 3.177 0.590
C 4.177 2.108 0.348
C 5.104 2.190 -0.701
C 5.179 3.359 -1.473
C 4.379 4.461 -1.156
C 3.466 4.380 -0.100
O 1.481 4.406 1.869
O 2.549 2.449 3.064
O -1.087 3.759 2.133
O -0.957 1.541 3.329
C -2.613 0.433 0.841
C -3.610 0.057 -0.070
H -5.061 0.766 -1.508
H -4.639 3.175 -1.032
H -2.887 3.813 0.617
H 4.068 1.209 0.951
H 5.748 1.341 -0.927
H 5.855 3.412 -2.322
H 4.448 5.378 -1.738
H 2.838 5.228 0.150
H -2.039 -0.306 1.397
H -3.822 -0.997 -0.253
*
```

Computed properties:
Kohn-Sham gap = 4.1 eV
molecular weight = 539.4 g mol⁻¹
energy = -3453.86342 Eh

***

(10)
This record from the OMol25 dataset describes C19H15Cl2N5PdSe as an isolated structure. The level of theory is ωB97M-V/def2-TZVPD.

The geometry in ORCA input format:
```
! RIJCOSX wB97M-V def2-TZVPD def2/J DEFGRID3
* xyz 2 1
Pd 0.029 0.442 0.382
Cl 2.393 -0.069 0.640
C 2.143 -1.306 1.930
Cl 0.414 -1.342 2.328
H 2.708 -1.002 2.804
H 2.451 -2.267 1.535
Se -2.776 0.009 -1.381
N -1.917 0.661 0.085
C -2.772 1.369 0.817
C -2.506 2.039 2.039
C -3.530 2.707 2.632
C -4.851 2.759 2.072
C -5.146 2.124 0.915
C -4.103 1.406 0.250
N -4.271 0.758 -0.885
H -1.523 1.996 2.489
H -3.355 3.214 3.572
H -5.615 3.311 2.600
H -6.134 2.135 0.476
N 0.723 7.464 0.792
C 0.434 8.728 0.339
C 0.733 9.996 0.839
C 0.271 11.060 0.100
C -0.464 10.887 -1.096
C -0.757 9.640 -1.584
C -0.298 8.536 -0.847
N -0.444 7.200 -1.095
C 0.173 6.589 -0.110
C 0.238 5.150 -0.032
C 0.910 4.446 0.976
C 0.902 3.073 0.971
N 0.282 2.368 0.005
C -0.362 3.029 -0.983
C -0.396 4.395 -1.031
H 1.244 7.249 1.624
H 1.293 10.141 1.752
H 0.476 12.066 0.441
H -0.797 11.765 -1.631
H -1.314 9.497 -2.499
H 1.450 4.949 1.764
H 1.421 2.512 1.735
H -0.819 2.426 -1.754
H -0.897 4.905 -1.841
*
```

Computed properties:
Kohn-Sham gap = 4.5 eV
molecular weight = 569.7 g mol⁻¹
energy = -4455.92428 Eh

***

(11)
This record from the OMol25 dataset describes the molecule C19H15F3N4O2 in a non-equilibrium geometry. The level of theory is ωB97M-V/def2-TZVPD.

The geometry in ORCA input format:
```
! RIJCOSX wB97M-V def2-TZVPD def2/J DEFGRID3
* xyz 0 1
C -1.976 0.199 2.318
C -1.283 -0.734 1.338
C -0.513 -1.838 1.792
C 0.184 -2.649 0.882
C 0.014 -2.366 -0.478
C -0.756 -1.297 -0.955
C -1.384 -0.495 -0.055
N -2.230 0.541 -0.461
C -1.938 1.622 -1.157
N -3.018 2.110 -1.627
C -2.848 3.019 -2.637
O -3.861 3.364 -3.124
C -1.563 3.702 -2.790
N -0.512 3.248 -2.159
N -0.768 2.259 -1.246
C 0.097 2.481 -0.065
C 1.228 1.477 0.292
C 1.594 1.168 1.622
C 2.480 0.140 1.960
F 2.534 -0.239 3.225
C 3.245 -0.401 0.892
F 4.228 -1.318 1.224
C 2.959 -0.041 -0.444
F 3.400 -0.770 -1.527
C 2.040 0.938 -0.695
C 0.791 -3.229 -1.354
O 1.185 -4.364 -0.526
C 1.053 -3.941 0.827
H -3.060 -0.050 2.601
H -1.501 0.090 3.335
H -1.778 1.251 2.119
H -0.364 -2.020 2.826
H -0.689 -1.158 -2.029
H -3.247 0.495 -0.346
H -1.473 4.405 -3.560
H -0.599 2.671 0.828
H 0.664 3.400 -0.070
H 1.142 1.727 2.442
H 1.945 1.365 -1.694
H 0.250 -3.605 -2.293
H 1.616 -2.630 -1.702
H 0.721 -4.871 1.295
H 1.993 -3.653 1.177
*
```

Computed properties:
Kohn-Sham gap = 9.1 eV
SMILES = Cc1cc2c(cc1Nc1nc(=O)cnn1Cc1cc(F)c(F)c(F)c1)COC2
molecular weight = 388.3 g mol⁻¹
energy = -1401.99099 Eh